Entry 1:
ORCA calculation (the ωB97M-V functional and the def2-TZVPD basis) on a molecular structure, C40H48CuGe2I2N5O4.

Calculated values
relative energy (zero: lowest compared OMol25 entry of this formula, charge and spin): 0.199 eV
LUMO energy: 0.42 eV
DFT total energy: -8517.59392 Ha
orbital gap: 7.23 eV
E_HOMO: -0.250 Ha

Positions of all 102 atoms, in Å:
Cu  0.17134  -0.54777  -1.53249
I  6.91229  -1.53086  -3.96435
C  5.27727  -1.23053  -2.70085
C  4.87858  -2.23273  -1.83216
C  3.77400  -2.03776  -1.01967
I  3.13088  -3.63561  0.16063
C  3.01488  -0.83904  -1.01956
O  1.99037  -0.63910  -0.25444
C  3.42298  0.12904  -1.98483
C  2.51783  1.29907  -2.24481
N  1.25129  0.84561  -2.83508
C  1.38714  0.15541  -4.10917
C  1.62602  -1.33168  -3.93954
C  2.53159  -2.01344  -4.73828
C  2.68434  -3.37908  -4.57091
C  1.92135  -4.02468  -3.61293
C  1.04824  -3.26753  -2.85154
N  0.89946  -1.95240  -3.00373
C  4.53775  -0.06165  -2.78279
H  5.41535  -3.17096  -1.79278
H  2.27303  1.80889  -1.31035
H  3.03214  2.01855  -2.89594
H  0.55838  1.58463  -2.88860
H  0.44875  0.28062  -4.65556
H  2.18703  0.57869  -4.73031
H  3.13066  -1.46948  -5.45756
H  3.40170  -3.92671  -5.16875
H  2.01553  -5.08624  -3.43210
H  0.45833  -3.72525  -2.06650
H  4.80757  0.70189  -3.50396
C  3.18334  1.95701  1.79835
Ge  2.70330  0.31254  2.74587
C  4.11055  -0.99728  2.46299
C  2.67278  0.69389  4.67828
Ge  0.43713  -0.40195  2.17305
C  -0.76572  0.27741  3.57657
C  -0.72396  1.64062  3.87644
C  -1.55789  2.19094  4.83920
C  -2.44394  1.37488  5.53111
C  -2.48918  0.01594  5.25533
C  -1.65739  -0.52608  4.28259
C  0.09603  -2.30127  1.94780
C  0.43257  -3.14896  3.00030
C  0.23305  -4.52004  2.90093
C  -0.31734  -5.05450  1.74499
C  -0.65922  -4.21729  0.69093
C  -0.44591  -2.85085  0.78853
H  4.24129  2.15778  1.97720
H  2.61409  2.81624  2.15597
H  3.04116  1.83417  0.72504
H  4.99234  -0.63774  2.99885
H  4.35186  -1.09439  1.40599
H  3.84037  -1.97757  2.85088
H  3.51101  1.34462  4.93541
H  2.78646  -0.23648  5.23774
H  1.75057  1.17338  5.00184
H  -0.02446  2.28754  3.35096
H  -1.51246  3.25093  5.05789
H  -3.09249  1.79758  6.28786
H  -3.17392  -0.62401  5.79777
H  -1.70843  -1.58916  4.06979
H  0.86821  -2.74514  3.91035
H  0.50905  -5.16811  3.72315
H  -0.47636  -6.12234  1.66369
H  -1.08597  -4.63423  -0.21351
H  -0.68620  -2.20760  -0.05438
O  -3.40189  3.58137  -2.44898
C  -4.17476  2.50732  -2.71182
C  -5.52884  2.70862  -2.97755
C  -6.35436  1.62685  -3.22111
C  -5.85148  0.32775  -3.20097
C  -4.51116  0.12930  -2.92474
C  -3.65837  1.20243  -2.67736
C  -2.22273  0.95521  -2.31108
O  -1.45198  1.96674  -2.26462
O  -1.87050  -0.22097  -2.07260
H  -2.47862  3.20301  -2.36686
H  -5.90645  3.72291  -2.99056
H  -7.40323  1.79628  -3.43134
H  -6.50174  -0.51396  -3.39835
H  -4.08727  -0.86594  -2.88488
C  -3.74076  1.71259  0.60919
N  -2.53439  0.95568  0.95412
C  -2.77861  -0.48271  1.04418
C  -1.30809  1.43433  0.75710
N  -0.25626  0.56772  0.63571
N  -1.10710  2.76459  0.67631
C  -1.90538  3.74879  1.39668
C  0.08740  3.28596  0.03101
H  -4.38799  1.05492  0.03110
H  -3.50435  2.56416  -0.01952
H  -4.27662  2.03921  1.50160
H  -3.74317  -0.62252  1.52878
H  -2.03703  -0.98638  1.64791
H  -2.79462  -0.90933  0.03900
H  0.57098  1.03053  0.26906
H  -2.51286  3.26557  2.15608
H  -2.53737  4.33731  0.72894
H  -1.21681  4.42458  1.90763
H  0.95940  3.26037  0.68867
H  -0.10890  4.31929  -0.24829
H  0.27554  2.73801  -0.88926



Entry 2:
ORCA calculation (the ωB97M-V functional and the def2-TZVPD basis) on 6 unconnected molecules or ions with the total composition C40H48F5N2O2.

Calculated values
LUMO energy: -2.64 eV
DFT total energy: -2312.05769 Ha
net charge: +1
orbital gap: 8.06 eV
E_HOMO: -0.393 Ha

Positions of all 97 atoms, in Å:
C  2.01668  -1.15790  -0.30677
C  1.32626  0.20319  -0.40908
O  1.65002  0.94766  0.76421
C  -0.17949  -0.01565  -0.39135
N  -0.96112  1.09496  -0.91419
C  -1.84923  1.79759  -0.01272
C  -3.36582  1.60461  -0.28451
O  -3.71659  0.46954  -1.06532
C  -3.43646  -0.78046  -0.52181
C  -4.47014  -1.77196  -1.02176
C  -4.21118  -3.17822  -0.47613
C  -4.33787  -3.11257  1.05245
C  -3.28143  -2.15982  1.55918
N  -3.45746  -0.77510  0.97652
H  3.06038  -1.04237  -0.02749
H  1.95456  -1.71398  -1.24346
H  1.51245  -1.75681  0.45665
H  1.64957  0.70249  -1.31911
H  2.25370  1.65064  0.50120
H  -0.38606  -0.93800  -0.94855
H  -0.42579  -0.23503  0.65572
H  -1.40528  0.86307  -1.78802
H  -1.65925  2.87020  -0.08809
H  -1.62456  1.54881  1.02806
H  -3.73248  2.46734  -0.83329
H  -3.90722  1.63357  0.66621
H  -2.44534  -1.11930  -0.83362
H  -4.53124  -1.72181  -2.10431
H  -5.43557  -1.44213  -0.61885
H  -3.18221  -3.44816  -0.72304
H  -4.91725  -3.88660  -0.89642
H  -5.34156  -2.79025  1.32866
H  -4.11154  -4.09752  1.45591
H  -2.27669  -2.49272  1.30379
H  -3.30396  -2.03978  2.64127
H  -2.70704  -0.20429  1.37002
H  -4.34821  -0.37428  1.28092
F  5.61296  1.03492  2.50210
C  4.89192  0.94342  3.63941
C  5.55131  0.94731  4.85176
C  4.80118  0.85557  6.01517
C  3.41784  0.75540  5.95159
C  2.78087  0.75087  4.71824
C  3.51854  0.84911  3.54716
H  6.63007  1.02072  4.87796
H  5.30025  0.86299  6.97462
H  2.83901  0.68200  6.86243
H  1.70293  0.67064  4.66465
H  3.04037  0.85386  2.57730
F  2.76518  3.03816  -1.00943
C  3.12221  3.38636  -2.27637
C  4.05120  4.38777  -2.44550
C  4.41278  4.73933  -3.73883
C  3.84554  4.09416  -4.82814
C  2.90943  3.08812  -4.63025
C  2.54093  2.72937  -3.34102
H  4.47929  4.87958  -1.58252
H  5.14478  5.52006  -3.89368
H  4.13480  4.37309  -5.83080
H  2.45789  2.58683  -5.47249
H  1.80984  1.95141  -3.16307
F  -1.47193  -3.32950  4.12142
C  -0.36675  -3.99007  3.68871
C  -0.02939  -5.18739  4.28163
C  1.09932  -5.85385  3.82699
C  1.86933  -5.31582  2.80427
C  1.51029  -4.10604  2.22836
C  0.37902  -3.43398  2.66944
H  -0.63866  -5.58467  5.08206
H  1.37872  -6.79688  4.27598
H  2.75085  -5.83820  2.45961
H  2.11374  -3.67948  1.43823
H  0.08370  -2.48516  2.23717
F  4.36291  2.01815  -6.94222
C  4.84697  0.75603  -6.91692
C  5.60514  0.31543  -7.98192
C  6.10451  -0.97813  -7.95216
C  5.83768  -1.80736  -6.87136
C  5.07120  -1.33976  -5.81348
C  4.57037  -0.04561  -5.82803
H  5.79674  0.97702  -8.81581
H  6.70521  -1.33812  -8.77620
H  6.22884  -2.81545  -6.85382
H  4.86235  -1.98413  -4.96987
H  3.98075  0.34270  -5.00859
F  -8.35519  5.11845  2.05801
C  -7.96103  3.84765  2.21399
C  -7.19092  3.26362  1.22777
C  -6.78501  1.94905  1.39876
C  -7.15420  1.23838  2.53347
C  -7.93164  1.84784  3.50905
C  -8.33786  3.16383  3.35433
H  -6.92211  3.83280  0.34824
H  -6.18149  1.47266  0.63420
H  -6.84263  0.20793  2.66062
H  -8.22594  1.29746  4.39208
H  -8.93959  3.66061  4.10283



Entry 3:
ORCA calculation (the ωB97M-V functional and the def2-TZVPD basis) on a molecular structure, C40H48N5O6P2RbS.

Calculated values
relative energy (zero: lowest compared OMol25 entry of this formula, charge and spin): 1.702 eV
LUMO energy: 0.31 eV
DFT total energy: -3383.29044 Ha
orbital gap: 7.38 eV
E_HOMO: -0.260 Ha

Positions of all 103 atoms, in Å:
Rb  0.50981  0.45087  -0.47804
N  9.14781  1.93377  -0.28904
C  7.89321  1.84907  -0.89634
C  7.35271  0.61007  -1.23214
C  6.11041  0.50917  -1.83064
C  5.37271  1.65417  -2.10894
C  5.88431  2.89297  -1.72624
C  7.12951  2.98897  -1.13794
S  2.90681  0.57167  -2.45294
O  3.03901  0.10817  -1.06264
O  4.20801  1.60647  -2.79914
N  1.62501  1.54897  -2.49464
C  1.56021  2.75437  -1.97214
N  0.31461  3.25447  -1.72884
C  0.23951  4.53737  -1.44804
C  1.33831  5.37407  -1.34844
C  2.56521  4.72537  -1.39944
N  2.68331  3.45517  -1.68274
H  9.75841  1.15447  -0.48744
H  9.60881  2.82637  -0.38264
H  7.92641  -0.28133  -1.02654
H  5.69971  -0.45463  -2.09194
H  5.29441  3.77207  -1.92734
H  7.52081  3.95827  -0.86664
H  -0.75599  4.93107  -1.26574
H  1.24381  6.43287  -1.18354
H  3.48421  5.25727  -1.16964
C  -3.44509  1.94777  0.87316
C  -4.04429  2.30527  -0.48114
C  -3.00039  2.93007  -1.39684
C  -4.70509  1.09587  -1.15464
C  -6.03039  0.67157  -0.46914
O  -5.93569  -0.74053  -0.37354
C  -4.69009  -1.08173  -0.80674
N  -3.93319  -0.13743  -1.19014
C  -4.42629  -2.51383  -0.92184
C  -5.54219  -3.35303  -0.97164
C  -5.40249  -4.70453  -1.20364
C  -4.13739  -5.23673  -1.38954
C  -3.02779  -4.41723  -1.31524
C  -3.14309  -3.04953  -1.07534
P  -1.62589  -1.99723  -0.94574
C  -0.64229  -3.07773  0.16076
C  0.74971  -3.08503  0.07926
C  1.49061  -3.90323  0.91196
C  0.86071  -4.69173  1.86286
C  -0.51529  -4.63273  1.99776
C  -1.26119  -3.83373  1.15186
C  -0.91779  -2.49543  -2.57064
C  -0.18759  -3.65863  -2.80804
C  0.23301  -3.96643  -4.08974
C  -0.08059  -3.13093  -5.14864
C  -0.79749  -1.96793  -4.91934
C  -1.20439  -1.64713  -3.63654
H  -3.13519  2.85387  1.39036
H  -2.57809  1.30527  0.73176
H  -4.16749  1.42787  1.49946
H  -4.84559  3.04067  -0.32894
H  -2.18489  2.24067  -1.60924
H  -2.58289  3.81167  -0.92214
H  -3.45209  3.24067  -2.33594
H  -4.89189  1.36867  -2.20214
H  -6.91869  0.92927  -1.05044
H  -6.13339  1.08687  0.53986
H  -6.52339  -2.92273  -0.84654
H  -6.27439  -5.33763  -1.24714
H  -4.01879  -6.29103  -1.59024
H  -2.05079  -4.85393  -1.44714
H  1.26101  -2.45223  -0.64074
H  2.56551  -3.92703  0.81956
H  1.44051  -5.34303  2.49866
H  -1.00989  -5.20983  2.76446
H  -2.33689  -3.80773  1.25096
H  0.06761  -4.33123  -2.00034
H  0.80571  -4.86653  -4.26414
H  0.23261  -3.38623  -6.15024
H  -1.03909  -1.31073  -5.74124
H  -1.76729  -0.74183  -3.44534
C  -2.16589  1.98367  5.14676
C  -1.33169  0.71097  5.08696
O  -0.27629  0.84387  4.15606
P  -0.52719  0.48967  2.55216
O  0.65001  1.45257  1.97826
C  0.50521  2.86407  2.08736
C  1.51071  3.40757  3.09216
O  0.25741  -0.90793  2.39126
C  1.52461  -1.09383  3.03146
C  1.38971  -2.06503  4.18956
H  -2.95259  1.89607  5.89156
H  -2.61109  2.17487  4.17246
H  -1.52819  2.82477  5.40496
H  -1.96269  -0.14923  4.83366
H  -0.85469  0.51997  6.05446
H  -0.51379  3.11297  2.40936
H  0.68171  3.29917  1.09626
H  1.29171  3.00887  4.08036
H  1.46391  4.49227  3.12256
H  2.51401  3.10317  2.80276
H  1.91041  -0.13443  3.38486
H  2.19781  -1.49463  2.27226
H  0.78701  -1.63293  4.98396
H  2.37171  -2.30683  4.58566
H  0.90721  -2.97263  3.83956



Entry 4:
ORCA calculation (the ωB97M-V functional and the def2-TZVPD basis) on a molecular structure, C40H49As2N4O6PtS2.

Calculated values
relative energy (zero: lowest compared OMol25 entry of this formula, charge and spin): 1.490 eV
LUMO energy (spin up / spin down): 1.76 / 1.76 eV
DFT total energy: -7611.38116 Ha
net charge: -1
orbital gap (spin up / spin down): 6.15 / 6.15 eV
E_HOMO (spin up / spin down): -0.162 / -0.162 Ha

Positions of all 104 atoms, in Å:
Pt  1.55677  0.06822  -0.08034
O  4.80290  -2.58090  -0.13168
As  4.28361  -1.38949  -1.26514
O  5.66706  -0.87156  -1.95868
O  3.60095  -0.04099  -0.53047
C  3.03589  -2.01487  -2.63746
C  3.25124  -1.56324  -3.92992
C  2.31478  -1.80464  -4.91937
C  1.15431  -2.50193  -4.61770
C  0.95584  -2.99419  -3.33460
C  1.89786  -2.73623  -2.35723
S  1.80800  -3.43084  -0.71733
O  0.50746  -4.06464  -0.55844
O  2.91656  -4.37624  -0.67676
O  2.02369  -2.32007  0.21414
H  4.13954  -3.28824  -0.11794
H  4.17035  -1.02968  -4.13742
H  2.49529  -1.43567  -5.92112
H  0.41111  -2.66583  -5.38536
H  0.08403  -3.57715  -3.06926
C  2.39322  3.20385  3.69988
C  1.61024  2.09283  3.97093
C  1.67820  1.00470  3.11898
N  2.46778  0.96863  2.04568
C  3.24213  2.02668  1.80715
C  3.22923  3.16593  2.59197
H  2.35785  4.06875  4.34563
H  0.95531  2.07301  4.82926
H  1.06055  0.13542  3.29056
H  3.89997  1.93031  0.95560
H  3.86787  4.00505  2.35780
C  4.38547  1.83145  -3.18050
N  3.74852  2.84947  -2.38321
C  4.66085  3.53316  -1.49464
C  2.41833  2.80868  -2.13072
S  1.47581  1.43782  -2.37177
N  1.84344  3.99433  -1.74597
C  0.45354  3.99635  -1.36754
C  2.27949  5.23600  -2.34915
H  5.20170  2.30792  -3.72724
H  3.65983  1.41976  -3.87781
H  4.79866  1.01745  -2.56824
H  5.31329  2.79181  -1.02336
H  4.11107  4.07324  -0.72835
H  5.28811  4.22815  -2.05984
H  0.24929  3.12777  -0.74720
H  -0.20796  3.95568  -2.23983
H  0.25007  4.90243  -0.79738
H  3.16331  5.07344  -2.96147
H  2.50007  5.98364  -1.58092
H  1.48216  5.62698  -2.99107
C  -2.61801  -1.33612  6.60544
C  -2.29990  -1.45669  5.14382
C  -1.06631  -1.90949  4.70964
C  -0.76528  -2.02144  3.35959
C  0.56699  -2.62245  3.00619
C  -1.70542  -1.64277  2.37742
As  -0.82375  -1.73517  0.52647
N  -0.34529  0.07055  0.45764
C  -1.13221  1.15132  0.70997
C  -0.60101  2.33288  1.27049
C  -1.39087  3.43095  1.53305
C  -2.73740  3.43257  1.20507
C  -3.27734  2.30193  0.61141
C  -2.50229  1.18520  0.38595
C  -2.33172  -1.92637  -0.75771
C  -2.43582  -1.17363  -1.92989
C  -1.33716  -0.25705  -2.37647
C  -3.56988  -1.30322  -2.72321
C  -4.56225  -2.22190  -2.42520
C  -5.83221  -2.28180  -3.22349
C  -4.33600  -3.11174  -1.38165
C  -3.22074  -2.99300  -0.56670
C  -2.93306  -4.01947  0.48708
C  -2.97225  -1.24779  2.81488
C  -4.15042  -0.96309  1.92676
C  -3.24214  -1.15723  4.17939
H  -1.75253  -1.59747  7.21144
H  -3.44162  -1.99968  6.86936
H  -2.92092  -0.31762  6.84765
H  -0.32188  -2.19532  5.44182
H  1.12579  -2.86873  3.90881
H  1.17590  -1.96173  2.38368
H  0.42700  -3.53540  2.42092
H  0.45021  2.37088  1.50609
H  -0.94118  4.30447  1.98671
H  -3.34448  4.30382  1.39604
H  -4.31653  2.29572  0.30599
H  -2.93923  0.32196  -0.08762
H  -0.36414  -0.66226  -2.08351
H  -1.42551  0.74224  -1.94781
H  -1.34391  -0.15171  -3.46007
H  -3.67188  -0.66527  -3.59162
H  -5.81921  -1.54997  -4.02782
H  -6.69125  -2.07305  -2.58475
H  -5.97550  -3.27081  -3.65593
H  -5.04358  -3.91088  -1.20099
H  -3.47191  -4.94119  0.27478
H  -3.21250  -3.67014  1.48213
H  -1.85736  -4.21980  0.48467
H  -3.98214  -1.27731  0.90483
H  -4.38326  0.10014  1.93566
H  -5.01850  -1.49884  2.31109
H  -4.23279  -0.84949  4.48742